(one)
14
Properties=species:S:1:pos:R:3:lowdin_charge:R:1 method="wB97M-V/def2-TZVPD" multiplicity=1 e_homo_ev=-7.8512 homo_lumo_gap_ev=8.27 e_lumo_ev=0.4153
C 0.80639 0.72598 0.37614 -0.133
C -0.15787 1.63382 0.22315 -0.132
C 0.52314 -0.56532 -0.19578 -0.096
C -1.55361 1.37727 -0.22671 -0.085
C 1.03398 -1.78746 -0.03415 -0.182
C -2.15598 0.29712 -0.73536 -0.235
O 2.11689 -2.38165 0.56138 0.004
O -2.89749 -0.48521 -1.13569 0.201
H 1.77834 1.03135 0.79204 0.112
H 0.08113 2.65170 0.48529 0.095
H -0.57080 -0.44324 -0.54866 0.086
H -2.10259 2.35470 -0.28693 0.130
H 0.63754 -2.59503 -0.58699 0.103
H 2.46094 -1.81404 1.31227 0.132

(two)
14
Properties=species:S:1:pos:R:3:lowdin_charge:R:1 method="wB97M-V/def2-TZVPD" multiplicity=1 e_homo_ev=-9.1923 homo_lumo_gap_ev=9.14 e_lumo_ev=-0.0522
C -2.12897 0.55972 0.76316 0.010
C -1.32029 0.45905 -0.46958 -0.330
C 0.01164 -0.04955 -0.45971 -0.156
C 0.75387 -0.74979 0.62922 0.111
C 2.16282 -0.79453 0.06676 -0.051
C 2.09779 -0.17976 -1.10872 -0.191
H -1.69615 1.00545 1.47064 0.013
H -2.39091 -0.28047 1.16954 0.041
H -3.10732 1.08930 0.64975 0.131
H 0.46737 -0.79851 1.50830 0.004
H 3.16802 -1.18432 0.52744 0.141
H 3.01427 0.05373 -1.74442 0.156
O -1.94159 0.59765 -1.56975 0.056
O 0.90945 0.27202 -1.43263 0.066

What are the relative energies? In kcal/mol: (one) 0.0; (two) 4.9.